{
  "formula": "C8H16Br8F24P4Zr",
  "method": "the ωB97M-V functional and the def2-TZVPD basis",
  "species": ["Zr", "P", "F", "F", "F", "F", "F", "F", "P", "F", "F", "F", "F", "F", "F", "P", "F", "F", "F", "F", "F", "F", "P", "F", "F", "F", "F", "F", "F", "Br", "C", "C", "Br", "H", "H", "H", "H", "Br", "C", "C", "Br", "H", "H", "H", "H", "Br", "C", "C", "Br", "H", "H", "H", "H", "Br", "C", "C", "Br", "H", "H", "H", "H"],
  "xyz": [[-6.843, 6.863, -11.377], [-7.119, 6.064, -8.483], [-6.155, 7.236, -9.193], [-7.735, 7.045, -7.432], [-8.173, 6.626, -9.643], [-8.157, 4.932, -8.130], [-6.560, 5.233, -9.821], [-5.957, 5.612, -7.558], [-6.750, 9.824, -11.533], [-8.019, 10.678, -11.804], [-7.611, 8.752, -10.585], [-7.173, 8.657, -12.681], [-5.573, 8.690, -11.261], [-5.841, 10.561, -12.570], [-6.217, 10.625, -10.295], [-4.162, 5.796, -12.283], [-3.292, 4.812, -11.417], [-4.708, 6.500, -10.913], [-3.001, 6.825, -12.455], [-5.273, 6.840, -13.010], [-3.853, 5.043, -13.624], [-5.634, 5.009, -12.142], [-9.314, 5.832, -12.658], [-7.759, 6.299, -13.182], [-9.208, 4.478, -13.443], [-8.350, 5.190, -11.482], [-10.666, 5.480, -11.960], [-9.131, 7.207, -11.756], [-9.954, 6.646, -13.829], [-13.559, 5.094, -11.229], [-13.464, 7.059, -11.299], [-14.579, 7.537, -12.204], [-14.337, 9.457, -12.583], [-12.461, 7.371, -11.568], [-13.627, 7.368, -10.268], [-15.542, 7.393, -11.735], [-14.434, 7.097, -13.184], [-11.328, 7.506, -16.435], [-12.093, 9.271, -16.146], [-12.354, 9.936, -17.487], [-13.576, 11.449, -17.258], [-11.423, 9.894, -15.552], [-12.991, 9.190, -15.540], [-12.904, 9.226, -18.100], [-11.454, 10.234, -18.013], [-15.090, 4.119, -16.989], [-13.710, 3.838, -15.609], [-12.435, 3.464, -16.303], [-12.478, 1.610, -16.992], [-14.069, 3.073, -14.929], [-13.604, 4.780, -15.081], [-11.506, 3.517, -15.735], [-12.243, 4.060, -17.193], [-6.406, 4.753, -15.747], [-8.004, 4.022, -16.625], [-8.201, 4.633, -18.013], [-9.302, 3.451, -19.083], [-8.867, 4.101, -15.977], [-7.709, 2.989, -16.767], [-7.216, 4.620, -18.471], [-8.637, 5.623, -18.077]],
  "atomic_forces_ev_per_a": [[0.60, -0.29, 0.55], [-0.76, -0.08, 1.34], [0.35, 0.91, 0.68], [0.32, 0.39, -0.25], [-1.35, 0.68, 0.05], [0.85, -0.10, -0.23], [0.45, -1.39, 0.07], [-0.02, -0.40, -0.40], [0.86, 1.58, -0.29], [0.04, -0.27, 0.10], [-0.87, 0.54, 1.10], [-0.45, 0.09, -1.09], [1.35, -0.39, 0.31], [-0.27, -0.20, 0.04], [-0.66, -0.14, -0.19], [1.56, -1.27, -1.28], [-0.88, -0.08, -0.10], [0.42, 0.85, 1.20], [-0.40, 0.36, 0.06], [0.29, 1.63, -0.89], [-0.48, 0.32, 0.15], [-0.37, -1.93, 0.64], [-1.36, -0.57, -0.85], [0.67, 0.16, -1.63], [-0.02, 0.37, -0.14], [-0.15, -1.18, 0.76], [0.69, 0.08, 0.12], [-0.41, 0.53, 0.09], [0.26, -0.22, 0.22], [-0.08, 0.32, -0.05], [-0.38, -0.13, 0.74], [1.24, 0.39, -0.20], [-0.12, -0.20, 0.25], [-0.05, -0.20, -0.41], [-0.05, 0.05, -0.05], [-0.19, -0.05, -0.32], [-0.58, -0.23, 0.02], [-0.09, 0.22, 0.01], [0.08, 1.03, 0.17], [-0.76, -0.82, 0.10], [0.44, -0.12, -0.01], [0.32, -0.37, -0.06], [-0.14, -0.38, -0.28], [0.02, 0.18, -0.18], [0.02, 0.25, 0.12], [0.13, -0.03, 0.50], [-0.09, 0.09, -0.40], [0.72, -0.54, -0.83], [-0.03, 0.41, 0.25], [-0.04, -0.03, -0.04], [0.00, 0.10, -0.02], [-0.37, -0.05, 0.55], [-0.26, 0.10, 0.01], [-0.39, 0.18, -0.08], [0.22, -0.04, -0.63], [0.81, -0.37, 0.33], [-0.22, 0.00, 0.04], [0.04, 0.10, 0.19], [-0.31, -0.12, 0.12], [-0.15, 0.22, -0.29], [-0.01, 0.04, 0.31]],
  "lowdin_charge": [2.23, 0.22, -0.21, -0.05, -0.24, -0.05, -0.21, -0.03, 0.22, -0.03, -0.22, -0.21, -0.21, -0.04, -0.04, 0.21, -0.05, -0.21, -0.04, -0.23, -0.08, -0.21, 0.22, -0.29, -0.06, -0.20, -0.10, -0.18, -0.11, 0.64, -0.67, -0.67, 0.61, 0.04, 0.06, 0.06, 0.03, 0.67, -0.70, -0.70, 0.61, 0.06, 0.02, 0.04, 0.06, 0.59, -0.66, -0.70, 0.57, 0.05, 0.04, 0.04, 0.02, 0.69, -0.67, -0.69, 0.64, 0.03, 0.04, 0.04, 0.05],
  "homo_energy_ev": -10.07,
  "largest_force_ev_per_a": 2.38,
  "gap_ev": 8.647
}